54
Properties=species:S:1:pos:R:3:forces:R:3:nbo_charge:R:1 method="wB97M-V/def2-TZVPD" lumo_energy_ev=0.390 smiles=CCC[C@@H](CN)NC.O.O.O.O.O.O.O.O.O.O e_homo_ev=-8.48 total_charge=0 relative_energy_kj_mol=393.2
C 2.044898 -1.958824 -1.818807 1.685 1.378 -0.401 -0.408
N 1.031320 -0.921890 -1.672684 -0.006 -0.867 0.467 -0.676
C 0.714337 -0.324048 -0.389922 -1.346 1.778 0.086 -0.041
C 0.109035 1.179558 -0.709339 4.557 -1.860 2.039 -0.397
C 1.201284 1.993517 -1.428138 -0.146 0.479 3.115 -0.400
C 0.708054 3.456310 -1.473132 1.597 2.503 -0.695 -0.622
C -0.371622 -1.081588 0.365797 1.643 2.003 2.547 -0.275
N 0.175079 -2.414263 0.706413 -0.765 1.062 4.017 -0.892
H 2.112977 -2.872426 -1.214440 -0.922 0.008 -0.120 0.184
H 3.048148 -1.506793 -1.632698 -0.419 -0.386 -0.206 0.154
H 1.946269 -2.078781 -2.901206 0.699 -1.065 0.173 0.214
H 0.217774 -1.422491 -2.007625 -0.563 0.626 -0.195 0.377
H 1.592066 -0.280793 0.342081 -0.762 0.248 -1.409 0.190
H -0.712209 1.161771 -1.306839 -2.567 -0.588 -1.804 0.206
H -0.171292 1.632690 0.221888 -0.040 0.267 0.586 0.208
H 1.240464 1.543564 -2.374579 0.292 -0.155 -1.551 0.197
H 2.239159 1.811694 -0.926124 -1.929 0.736 -0.780 0.181
H 1.630247 4.227239 -1.538286 -2.008 -1.662 -0.018 0.201
H 0.063728 3.880937 -0.628923 0.942 -1.186 -0.840 0.214
H 0.114875 3.607096 -2.412885 0.465 -0.016 0.789 0.211
H -1.319635 -1.016564 -0.146419 -0.346 -0.390 -0.132 0.197
H -0.445997 -0.420185 1.315438 -0.377 -1.452 -1.223 0.227
H -0.138481 -2.754894 1.710383 0.381 0.698 -3.064 0.377
H -0.114660 -3.001154 -0.007903 -0.433 -2.035 -1.178 0.367
H -4.849779 -0.093742 -0.215006 0.106 0.165 -0.090 0.483
H -4.248469 0.109786 1.194657 0.439 0.112 -0.157 0.504
O -4.768372 -0.498955 0.652250 -0.530 -0.758 -0.340 -0.986
H 2.494643 -1.865100 3.056375 1.511 -2.012 1.780 0.460
H 1.665718 -1.683632 1.866640 -0.212 0.054 -0.378 0.487
O 2.092305 -1.194667 2.584438 -1.196 1.923 -1.403 -0.961
H -1.969535 -3.544432 -2.801286 1.086 1.941 0.876 0.492
H -1.802586 -2.541003 -1.605232 -0.552 -0.527 0.703 0.490
O -1.468632 -2.718159 -2.487444 -0.304 -1.961 -1.457 -0.986
H -2.714179 -3.027298 0.433645 -1.460 1.281 -2.304 0.476
H -3.773008 -1.909083 -0.006389 0.381 -0.197 -0.137 0.528
O -3.166714 -2.596176 -0.395565 1.014 -1.185 2.842 -1.008
H 4.124805 2.798178 0.949934 -0.811 -2.105 0.906 0.491
H 3.502173 1.345511 0.727635 0.191 0.510 0.432 0.497
O 3.783977 1.965856 1.428073 0.870 1.683 -1.409 -0.966
H 2.966881 1.140667 -3.008863 0.813 -0.067 0.179 0.471
H 3.309394 0.081655 -2.028181 0.517 0.480 -0.418 0.466
O 3.753944 0.779719 -2.552891 -0.947 -0.327 0.003 -0.940
H -2.610533 -1.245463 -2.186565 1.326 -2.444 -0.506 0.476
H -3.436814 -0.355414 -3.028450 -1.999 0.515 -5.215 0.460
O -3.090664 -0.471991 -2.229811 0.217 2.617 5.387 -0.949
H -2.304179 1.417525 2.317307 -0.772 -1.046 -0.720 0.521
H -3.743501 1.310796 2.807870 -0.362 0.032 0.246 0.470
O -3.185770 0.995658 2.097169 1.175 1.074 0.728 -0.979
H -0.707248 2.359564 3.185666 -1.305 1.610 0.988 0.462
H 0.458381 1.747441 2.804016 -1.704 -1.282 -0.789 0.523
O -0.580153 1.554252 2.725507 3.206 0.033 -0.032 -1.009
H 2.749813 2.354397 2.855348 0.801 -0.312 -0.906 0.514
H 2.090636 1.650298 4.064711 0.073 0.493 -0.570 0.486
O 1.956735 2.334708 3.379455 -1.202 -0.425 1.561 -0.969

---

23
Properties=species:S:1:pos:R:3:forces:R:3:nbo_charge:R:1 method="wB97M-V/def2-TZVPD" lumo_energy_ev=1.288 e_homo_ev=-2.67 total_charge=-1 relative_energy_kj_mol=780.9
C 1.666643 -1.882217 0.368062 -0.409 1.991 -1.943 -0.200
C 1.489857 -0.879851 -0.663820 -0.735 -0.767 2.685 -0.404
C 0.489383 0.319054 -0.259012 -0.246 0.747 0.557 0.057
C 0.959514 1.790039 0.013933 -3.734 -0.347 -0.396 -0.185
S 2.774507 2.145120 -0.157932 -0.961 0.125 -0.319 -0.017
C -0.061552 2.915363 0.436438 -1.128 -3.402 -0.573 -0.183
C -1.584230 2.553129 0.608393 2.886 -3.019 -1.176 -0.228
C -1.975645 1.092270 0.302814 2.044 -0.796 -0.276 -0.124
C -1.006823 -0.056750 -0.112525 1.916 4.080 1.041 -0.149
C -1.808009 -1.418078 -0.320809 1.808 -0.625 0.216 0.685
O -1.422006 -2.606077 -0.299866 -2.085 5.031 -0.329 -0.462
N -3.206582 -0.898741 -0.503695 -0.275 -0.170 0.705 -0.736
C -3.368150 0.320330 0.352963 -0.475 2.078 1.336 0.681
O -4.371670 0.655206 1.017422 3.301 -1.557 -2.765 -0.517
H 1.854525 -1.448393 1.420043 -1.341 -1.094 -1.442 0.193
H 1.579830 -3.002249 0.180925 1.490 1.732 0.277 0.271
H 1.974923 -0.936544 -1.689509 -1.476 -0.204 1.186 0.236
H 3.045776 2.394478 -1.515253 -0.980 -0.370 1.186 0.144
H 0.320466 3.984261 0.625160 -0.697 -1.959 -0.342 0.236
H -2.378779 3.303380 0.916547 1.308 -1.120 -0.468 0.242
H -3.309863 -0.580716 -1.488366 -0.006 -0.497 0.830 0.400
O 3.707653 -3.760525 0.368009 -0.690 0.241 -0.014 -1.338
H 4.630232 -4.002487 0.400074 0.484 -0.101 0.024 0.396

---

10
Properties=species:S:1:pos:R:3:forces:R:3:nbo_charge:R:1 method="wB97M-V/def2-TZVPD" lumo_energy_ev=0.588 smiles="NCC(=O)S" e_homo_ev=-9.20 total_charge=0 relative_energy_kj_mol=181.4
C 0.500761 0.586882 0.171812 -0.289 0.424 1.283 -0.344
C -1.022328 0.701115 -0.026595 -0.738 1.966 -1.400 0.426
H 0.823973 -0.986678 -1.360738 -0.405 1.257 1.985 0.392
H 1.651298 -1.326719 0.012978 -0.786 1.564 0.206 0.388
H 0.937392 1.617366 -0.189556 -0.454 -2.309 0.027 0.230
H 0.583310 0.687472 1.327162 0.299 -0.688 -1.757 0.231
H -0.843616 -1.451764 0.737211 -2.294 0.688 -1.760 0.193
N 0.839522 -0.758477 -0.316914 2.268 -1.056 -1.311 -0.885
O -1.501627 1.797282 -0.286546 0.272 -2.012 0.638 -0.551
S -1.968685 -0.866478 -0.068816 2.128 0.166 2.091 -0.080

---

no.,electronic energy (a.u.)
1,-1112.0163
2,-1064.2473
3,-607.3377